Entry 1:
C31H42N8ORuS | ωB97M-V with the def2-TZVPD basis set

Summary:
<S²>   8.812
Net charge   +1
Frontier orbital gap (spin up / spin down)   8.0036 / 6.3111 eV
Lowest unoccupied orbital energy (spin up / spin down)   -0.07056 / -0.14076 Eh
HOMO level (spin up / spin down)   -9.92 / -10.14 eV
Multiplicity   6
Maximum force   0.61 eV/Å
E   -60206.67625 eV

```
84
Properties=species:S:1:pos:R:3:lowdin_charge:R:1
Ru 0.0447 0.0037 0.2970 1.15
C 4.7281 -0.2269 -0.8091 -0.04
N 4.1653 1.1037 -0.6302 -0.14
C 4.9928 1.9710 0.2039 -0.03
C 2.8120 1.2729 -0.7293 -0.42
N 1.9572 0.3684 -1.0598 0.06
N 2.3869 2.5757 -0.4972 0.15
C 1.0997 3.0465 -0.3356 -0.49
N 1.0331 4.4040 -0.2138 0.16
N 0.0765 2.2752 -0.3264 0.05
H 5.7679 -0.1214 -1.1114 0.09
H 4.2161 -0.7759 -1.5936 0.09
H 4.6906 -0.8067 0.1174 0.09
H 6.0351 1.7810 -0.0388 0.09
H 4.8442 1.7648 1.2684 0.11
H 4.8202 3.0294 0.0241 0.08
H 2.3680 -0.5412 -1.2150 0.03
H 3.1003 3.2785 -0.4953 0.12
H 1.8548 4.9719 -0.1177 0.10
H 0.1608 4.8192 0.0556 0.11
H -0.7983 2.7735 -0.2158 0.07
C 3.9671 -2.2630 9.3660 -0.07
C 2.9343 -1.1829 9.3765 -0.68
O 3.1231 -0.0109 9.4526 0.06
S 1.2038 -1.8631 9.2070 0.96
C 0.9845 -1.3450 7.5117 -0.53
C 1.0287 -0.0041 7.1424 -0.08
C 0.9737 0.3420 5.8039 -0.02
C 0.8498 -0.6419 4.8188 -0.26
C 0.7206 -1.9798 5.2086 -0.03
C 0.7903 -2.3289 6.5449 -0.10
C 0.8418 -0.3050 3.4336 -0.16
C 0.8371 -0.0168 2.2446 -0.19
H 4.9420 -1.8767 9.6606 0.09
H 4.0242 -2.6528 8.3469 0.09
H 3.6626 -3.0850 10.0109 0.08
H 1.1188 0.7602 7.8999 0.11
H 1.0178 1.3825 5.5108 0.12
H 0.5814 -2.7411 4.4515 0.11
H 0.7092 -3.3635 6.8510 0.10
C -6.0329 0.8514 -3.0656 -0.04
C -4.5632 0.7187 -2.7640 -0.25
C -3.6059 0.8924 -3.7630 0.02
C -2.2437 0.7255 -3.4925 -0.26
C -1.2197 0.9199 -4.5793 -0.04
C -1.8588 0.3906 -2.2167 -0.03
C -2.7888 0.2605 -1.1370 -0.26
C -4.1622 0.4169 -1.4764 0.03
N -2.2721 -0.0131 0.0777 0.05
C -2.9981 -0.1819 1.3468 -0.59
C -2.6831 1.0550 2.2139 -0.04
C -2.4472 -1.4548 2.0214 -0.05
C -4.5246 -0.3368 1.3241 -0.06
H -6.2030 1.0815 -4.1154 0.08
H -6.4810 1.6412 -2.4615 0.09
H -6.5507 -0.0786 -2.8278 0.09
H -3.9223 1.1486 -4.7671 0.12
H -1.7023 1.1317 -5.5315 0.08
H -0.5988 0.0312 -4.6968 0.09
H -0.5608 1.7557 -4.3385 0.08
H -0.8071 0.2276 -2.0103 0.07
H -4.9365 0.3021 -0.7407 0.08
H -1.6171 1.2707 2.2136 0.04
H -2.9958 0.8743 3.2424 0.09
H -3.2236 1.9241 1.8326 0.09
H -1.3611 -1.4203 2.0918 0.03
H -2.7335 -2.3348 1.4430 0.08
H -2.8506 -1.5494 3.0291 0.09
H -5.0285 0.5798 1.0200 0.08
H -4.8460 -0.5557 2.3421 0.09
H -4.8411 -1.1687 0.6943 0.09
N 2.2859 -2.4695 0.7827 0.13
C 1.1916 -3.0789 0.2210 -0.38
C 1.0729 -4.4753 0.2124 -0.02
C -0.0364 -5.0558 -0.3554 -0.05
C -1.0078 -4.2394 -0.9314 -0.07
C -0.8047 -2.8807 -0.9159 -0.15
N 0.2624 -2.2934 -0.3503 0.02
H 2.8118 -3.0309 1.4322 0.10
H 2.0972 -1.5330 1.1203 0.01
H 1.8526 -5.0768 0.6613 0.11
H -0.1520 -6.1312 -0.3532 0.12
H -1.8869 -4.6603 -1.3976 0.11
H -1.5145 -2.2116 -1.3872 0.09
```

=====

Entry 2:
C31H43BiCl2N2P | ωB97M-V with the def2-TZVPD basis set

Summary:
Net charge   -1
Frontier orbital gap (spin up / spin down)   4.4285 / 4.4309 eV
Lowest unoccupied orbital energy (spin up / spin down)   0.05503 / 0.05506 Eh
HOMO level (spin up / spin down)   -2.93 / -2.93 eV
Maximum force   10.72 eV/Å
E   -75996.48661 eV

```
80
Properties=species:S:1:pos:R:3:lowdin_charge:R:1
P 4.2061 0.4375 -1.7048 1.12
C 5.0284 -1.2452 -1.8927 -0.45
C 6.4062 -1.3497 -2.5702 -0.21
C 6.7894 -2.8223 -2.7889 -0.20
C 6.7814 -3.6032 -1.4686 -0.21
C 5.4245 -3.4816 -0.7632 -0.20
C 5.0366 -2.0103 -0.5564 -0.22
C 5.2109 1.4304 -0.4692 -0.45
C 6.7444 1.4101 -0.5565 -0.21
C 7.3609 2.4414 0.4022 -0.21
C 6.9007 2.1985 1.8456 -0.21
C 5.3695 2.1865 1.9448 -0.20
C 4.7532 1.1639 0.9787 -0.22
C 4.6955 1.2557 -3.3183 -0.48
C 4.0642 0.4817 -4.4918 -0.22
C 4.3887 1.1325 -5.8437 -0.21
C 3.9432 2.5991 -5.8747 -0.22
C 4.5627 3.3806 -4.7102 -0.21
C 4.2398 2.7257 -3.3588 -0.22
H 4.3099 -1.7678 -2.5452 0.10
H 7.1667 -0.8700 -1.9446 0.10
H 6.4083 -0.8235 -3.5307 0.09
H 7.7764 -2.8863 -3.2639 0.10
H 6.0708 -3.2797 -3.4845 0.11
H 7.0250 -4.6577 -1.6474 0.10
H 7.5663 -3.2030 -0.8102 0.11
H 4.6528 -3.9721 -1.3735 0.12
H 5.4480 -4.0036 0.2013 0.11
H 4.0551 -1.9364 -0.0726 0.10
H 5.7636 -1.5432 0.1216 0.10
H 4.8840 2.4562 -0.7044 0.09
H 7.0551 3.4499 0.0880 0.11
H 7.0778 1.6017 -1.5830 0.10
H 7.1077 0.4115 -0.2816 0.10
H 8.4558 2.4068 0.3399 0.10
H 7.3199 2.9620 2.5123 0.10
H 7.2912 1.2290 2.1876 0.11
H 5.0566 1.9688 2.9735 0.11
H 4.9838 3.1868 1.6993 0.11
H 3.6589 1.1947 1.0321 0.08
H 5.0569 0.1542 1.2830 0.10
H 5.7893 1.2318 -3.4317 0.10
H 4.4048 -0.5598 -4.4917 0.09
H 2.9745 0.4565 -4.3483 0.12
H 5.4732 1.0793 -6.0178 0.11
H 3.9087 0.5693 -6.6535 0.10
H 2.8475 2.6444 -5.7972 0.11
H 4.2144 3.0612 -6.8319 0.10
H 4.2077 4.4185 -4.7143 0.10
H 5.6542 3.4168 -4.8394 0.11
H 4.7172 3.2980 -2.5557 0.09
H 3.1562 2.7677 -3.1784 0.12
Bi 0.0000 0.0000 0.0000 0.78
Cl 0.7828 2.1582 0.0292 -0.23
Cl 0.4916 -2.0434 -0.9191 -0.18
C -0.7298 -0.3005 1.6558 -0.54
H -1.7737 -0.0840 1.9016 0.03
C 0.0889 -0.7103 2.7852 -0.35
C -0.3795 -0.4791 4.0960 -0.08
C 0.3972 -0.8143 5.1997 -0.13
C 1.6535 -1.3982 5.0195 -0.15
C 2.1252 -1.6507 3.7277 -0.12
C 1.3539 -1.3151 2.6221 -0.10
H -1.3565 -0.0216 4.2326 0.10
H 0.0244 -0.6242 6.2024 0.09
H 3.0942 -2.1209 3.5859 0.09
H 1.7058 -1.5510 1.6202 0.04
H 2.2584 -1.6647 5.8815 0.08
N -7.2384 -0.2512 1.2152 0.15
C -6.1089 -0.2120 1.0256 -0.19
C -4.6886 -0.1627 0.7871 -0.22
C -4.1028 1.0990 0.6236 -0.01
C -2.8105 1.1823 0.1247 -0.11
N -2.1610 0.0340 -0.2159 -0.21
C -2.7554 -1.1969 -0.1460 -0.12
C -4.0426 -1.3119 0.3475 -0.01
H -4.6373 2.0029 0.8915 0.12
H -2.2962 2.1343 0.1233 0.10
H -2.2031 -2.0998 -0.3611 0.08
H -4.5243 -2.2812 0.3964 0.12
```

=====

Entry 3:
C31H43F7N2O7PS | ωB97M-V with the def2-TZVPD basis set

Summary:
Net charge   +1
Frontier orbital gap   6.6771 eV
Lowest unoccupied orbital energy   -0.15880 Eh
HOMO level   -11.00 eV
Maximum force   1.91 eV/Å
E   -89295.18862 eV

```
92
Properties=species:S:1:pos:R:3:lowdin_charge:R:1
C -1.5500 3.3097 -4.1635 -0.04
C -1.1208 1.8598 -3.8382 -0.15
N -1.0139 1.5902 -2.3932 0.04
C -2.1291 1.1976 -1.7277 -0.07
C -3.4462 1.0709 -2.4418 -0.03
C -3.6379 -0.4105 -2.9193 -0.37
C -5.0836 -0.8875 -2.7463 -0.01
O -3.2827 -0.5386 -4.2986 -0.04
C -2.0712 0.9233 -0.3592 -0.06
C -3.2497 0.4536 0.4367 -0.05
C -3.4215 -1.0674 0.4041 -0.20
C -2.3493 -1.9488 0.2860 -0.04
C -2.5368 -3.3226 0.2341 -0.05
C -3.8226 -3.8468 0.3016 -0.06
C -4.8940 -2.9746 0.4528 -0.07
C -4.7059 -1.6057 0.5019 -0.06
C -0.8387 1.0693 0.2802 0.01
C -0.8157 0.7344 1.7686 -0.51
O -0.3749 -0.3020 2.1387 0.18
O -1.3835 1.6582 2.5450 0.03
C -0.5578 2.1212 3.6843 -0.19
N -1.3332 2.8292 4.6303 -0.07
C -2.1880 1.9593 5.4594 -0.09
C 0.3011 1.4889 -0.4216 -0.15
S 1.8553 1.6958 0.4753 0.77
O 2.4146 2.9927 0.2568 -0.27
O 1.6777 1.3869 1.8562 -0.25
C 2.9642 0.3272 -0.1782 -0.45
F 2.9850 -0.5989 0.7910 0.12
F 2.4107 -0.2647 -1.2447 0.10
C 4.4467 0.7112 -0.4337 -0.38
F 4.9736 -0.3438 -1.0894 0.16
F 4.5905 1.7702 -1.2205 0.15
C 5.3074 0.8944 0.8610 -0.56
F 4.6882 1.5983 1.7920 0.19
F 6.4039 1.5561 0.4987 0.20
F 5.6931 -0.2731 1.3403 0.20
C 0.1964 1.7455 -1.7823 -0.25
P 1.7573 2.2744 -2.6536 1.00
C 2.1426 1.0364 -3.9671 -0.24
C 1.5617 3.9458 -3.3921 -0.24
H -0.7958 3.7544 -4.8031 0.07
H -2.5178 3.3663 -4.6482 0.08
H -1.5406 3.9080 -3.2547 0.09
H -0.1820 1.6331 -4.3240 0.09
H -1.8331 1.1817 -4.2822 0.10
H -4.2645 1.3951 -1.8138 0.12
H -3.4713 1.6795 -3.3392 0.11
H -2.9346 -1.0630 -2.4090 0.14
H -5.6124 -0.6228 -3.6627 0.09
H -5.5773 -0.3805 -1.9228 0.07
H -5.1422 -1.9661 -2.6566 0.09
H -3.7486 0.1416 -4.7968 0.10
H -4.1894 0.8614 0.0765 0.12
H -3.1788 0.7568 1.4780 0.13
H -1.3446 -1.5502 0.2406 0.10
H -1.6843 -3.9777 0.1229 0.11
H -3.9661 -4.9143 0.2398 0.11
H -5.8852 -3.4033 0.5119 0.11
H -5.5319 -0.9162 0.6209 0.12
H 0.2548 2.7489 3.3331 0.13
H -0.1160 1.2707 4.1952 0.14
H -1.8882 3.5383 4.1710 0.11
H -3.2314 2.2587 5.3762 0.08
H -1.9001 2.0253 6.5051 0.08
H -2.1336 0.9145 5.1587 0.08
H 1.3637 0.2784 -4.0319 0.04
H 2.2051 1.5280 -4.9390 0.05
H 3.0989 0.5719 -3.7612 0.04
H 2.4376 4.5180 -3.0996 0.05
H 1.5999 3.8586 -4.4775 0.04
H 0.6794 4.4820 -3.0670 0.04
C 2.9558 -5.1371 -1.3178 -0.02
C 2.1149 -4.8861 -0.0889 -0.50
O 1.4371 -5.7543 0.4050 0.08
C 2.1576 -3.4931 0.4968 -0.03
H 2.8340 -6.1701 -1.6344 0.08
H 2.6412 -4.4773 -2.1285 0.08
H 4.0084 -4.9556 -1.0948 0.09
H 1.8058 -2.7685 -0.2390 0.07
H 3.1771 -3.2432 0.7939 0.08
H 1.5125 -3.4510 1.3727 0.09
C 3.7398 -2.1831 5.0139 -0.02
C 3.2877 -0.7564 5.2190 -0.49
O 2.7159 -0.4119 6.2260 0.07
C 3.5810 0.2183 4.1042 -0.03
H 3.4685 -2.7778 5.8828 0.08
H 3.2572 -2.6047 4.1299 0.08
H 4.8228 -2.2175 4.8837 0.09
H 3.0893 -0.1068 3.1909 0.05
H 4.6562 0.2819 3.9414 0.08
H 3.2045 1.2016 4.3786 0.09
```